*one*
ORCA calculation (wB97M-V/def2-TZVPD) on 5 unconnected molecules or ions with the total composition C2H13NO4.

Its SMILES is C=CN.O.O.O.O. For the highest occupied orbital energy, the calculation gives -0.3165 Ha. The HOMO-LUMO gap comes out at 9.1 eV.

ORCA input file:
```
! RIJCOSX wB97M-V def2-TZVPD def2/J DEFGRID3
* xyz 0 1
C 0.079 -0.183 1.718
C 1.189 0.551 1.584
N 1.416 1.389 0.534
H -0.495 -0.508 0.857
H -0.028 -0.823 2.588
H 1.985 0.501 2.319
H 0.738 1.478 -0.200
H 2.058 2.154 0.606
H 1.717 -0.490 -0.930
H 2.580 -1.702 -0.493
O 2.056 -1.346 -1.221
H -0.781 0.712 -2.705
H -1.392 1.141 -1.348
O -0.560 1.063 -1.839
H -1.824 0.933 0.906
H -3.229 0.775 0.389
O -2.436 1.304 0.245
H -1.815 -2.184 -0.921
H -0.246 -2.103 -0.960
O -1.012 -2.662 -1.129
*
```



*two*
ORCA calculation (wB97M-V/def2-TZVPD) on 5 unconnected molecules or ions with the total composition C2H13NO4.

Its SMILES is C=NC.O.O.O.O. For the highest occupied orbital energy, the calculation gives -0.3805 Ha. The HOMO-LUMO gap comes out at 11.1 eV.

ORCA input file:
```
! RIJCOSX wB97M-V def2-TZVPD def2/J DEFGRID3
* xyz 0 1
C 2.094 -0.593 -1.346
C -0.237 0.000 -1.187
N 1.025 0.432 -1.204
H 2.619 -0.555 -0.368
H 2.779 -0.121 -2.120
H 1.858 -1.642 -1.566
H -0.988 0.773 -1.217
H -0.478 -1.161 -1.093
H -2.884 0.109 1.984
H -1.531 -0.395 2.589
O -2.298 -0.645 1.983
H 1.057 1.189 2.264
H -0.043 1.309 1.006
O 0.213 0.960 1.910
H -2.761 -3.450 -0.395
H -2.560 -2.014 0.260
O -2.295 -2.591 -0.435
H 1.193 2.065 -0.704
H 2.087 3.342 -0.163
O 1.149 2.990 -0.200
*
```



Energies, relative to the best one, in kJ/mol: *one* 0.0; *two* 97.0.